Entry 1:
Density functional theory data (ωB97M-V with the def2-TZVPD basis set) for C25H35F3KN8O4S as an isolated structure.

* charge: -1
* LUMO level: 2.211 eV
* E: -3010.553995 a.u.
* energy relative to the best compared isomer or geometry (same formula, charge and spin): 1.009 eV
* M: 639.8 g/mol
* gap between HOMO and LUMO: 7.742 eV

```
77
Properties=species:S:1:pos:R:3:lowdin_charge:R:1
K -0.738 0.317 0.253 0.78
O 0.686 4.813 -0.318 0.04
C 0.327 3.702 0.062 -0.47
N -0.382 2.798 -0.631 0.06
C -1.427 3.176 -1.363 -0.50
O -2.188 4.130 -1.184 0.03
C -1.828 2.249 -2.500 -0.20
C -3.191 2.148 -2.785 -0.01
C -3.604 1.381 -3.857 -0.07
C -2.637 0.765 -4.643 -0.08
C -1.311 0.924 -4.283 -0.18
N -0.902 1.623 -3.225 0.12
C 0.744 3.282 1.465 -0.18
C 1.419 4.219 2.245 -0.01
C 1.711 3.908 3.559 -0.07
C 1.336 2.666 4.054 -0.07
C 0.695 1.784 3.198 -0.14
N 0.400 2.083 1.935 0.07
H -3.884 2.690 -2.158 0.12
H -4.656 1.274 -4.088 0.10
H -2.901 0.172 -5.508 0.10
H -0.527 0.453 -4.872 0.10
H 1.668 5.170 1.797 0.11
H 2.217 4.625 4.195 0.10
H 1.537 2.384 5.079 0.09
H 0.374 0.800 3.530 0.09
C 1.675 -1.874 -2.345 -0.22
C 1.783 -2.953 -1.252 -0.22
N 1.229 -2.536 0.016 -0.06
C 0.270 -3.415 0.643 -0.22
C -1.034 -3.551 -0.163 -0.20
N -1.536 -2.262 -0.587 -0.10
C -1.934 -2.118 -1.967 -0.21
C -0.721 -2.151 -2.910 -0.22
N 0.353 -1.305 -2.446 -0.06
H 2.035 -2.326 -3.289 0.11
H 2.359 -1.058 -2.101 0.12
H 2.841 -3.242 -1.174 0.11
H 1.259 -3.854 -1.586 0.10
H 1.910 -2.170 0.664 0.01
H 0.015 -2.979 1.611 0.09
H 0.662 -4.434 0.830 0.11
H -1.752 -4.091 0.467 0.12
H -0.872 -4.185 -1.041 0.10
H -2.211 -1.875 0.054 0.06
H -2.433 -1.149 -2.069 0.11
H -2.657 -2.884 -2.305 0.11
H -1.062 -1.882 -3.919 0.10
H -0.352 -3.179 -2.985 0.10
H 0.344 -0.374 -2.835 0.07
C 2.280 -0.733 5.647 -0.06
N 2.681 -1.123 4.307 -0.20
C 1.906 -2.211 3.734 -0.08
C 3.494 -0.378 3.530 -0.80
S 3.516 -0.508 1.873 0.72
N 4.308 0.525 4.221 -0.24
C 5.221 -0.067 5.192 -0.07
C 4.959 1.562 3.434 -0.13
H 1.189 -0.712 5.695 0.10
H 2.667 0.254 5.880 0.08
H 2.641 -1.448 6.393 0.09
H 1.648 -2.903 4.537 0.09
H 2.500 -2.730 2.986 0.06
H 0.985 -1.839 3.274 0.07
H 4.743 -0.874 5.740 0.07
H 5.540 0.696 5.904 0.09
H 6.111 -0.470 4.691 0.09
H 4.231 2.054 2.793 0.06
H 5.759 1.160 2.804 0.07
H 5.379 2.294 4.127 0.08
F -4.385 -1.837 3.187 0.12
C -3.450 -0.930 3.542 -0.53
F -2.931 -1.353 4.709 0.12
F -4.097 0.222 3.801 0.13
C -2.381 -0.748 2.412 -0.63
O -2.871 -0.405 1.323 -0.10
O -1.204 -0.978 2.711 -0.03
```



Entry 2:
Density functional theory data (ωB97M-V with the def2-TZVPD basis set) for C28H24BrNO7Pt as an isolated structure.

* charge: 0
* LUMO level: -1.025 eV
* E: -4356.059949 a.u.
* energy relative to the best compared isomer or geometry (same formula, charge and spin): 0.078 eV
* M: 761.5 g/mol
* gap between HOMO and LUMO: 7.092 eV

```
62
Properties=species:S:1:pos:R:3:nbo_charge:R:1
Pt 0.309 -0.040 -1.153 1.38
O -0.420 -6.079 -1.163 -0.45
C -0.282 -4.891 -1.167 0.40
C -1.383 -3.838 -1.386 0.40
O -2.556 -4.047 -1.578 -0.51
C -0.676 -2.563 -1.305 0.18
C 0.665 -2.711 -1.055 0.19
O 1.451 -1.667 -0.880 -0.66
C 1.037 -4.128 -0.937 0.41
O 2.111 -4.614 -0.695 -0.50
O -1.202 -1.358 -1.432 -0.68
O -3.482 4.512 -2.824 -0.63
C -2.677 3.509 -2.445 0.38
C -2.735 2.230 -2.993 -0.33
C -1.866 1.280 -2.521 0.10
N -0.960 1.525 -1.556 -0.50
C -0.900 2.763 -1.038 0.18
Br 0.335 3.160 0.309 0.17
C -1.744 3.773 -1.451 -0.32
H -4.082 4.224 -3.521 0.49
H -3.442 1.973 -3.769 0.24
H -1.881 0.265 -2.895 0.25
H -1.680 4.755 -1.009 0.26
C 2.714 0.694 -3.684 -0.63
C 2.966 1.057 -2.223 0.25
C 3.834 -0.002 -1.555 -0.64
C 3.647 2.420 -2.123 -0.61
O 1.698 1.247 -1.586 -0.82
H 3.650 0.605 -4.237 0.21
H 2.097 1.459 -4.160 0.21
H 2.192 -0.265 -3.743 0.20
H 4.843 0.042 -1.969 0.21
H 3.444 -1.004 -1.708 0.24
H 3.893 0.175 -0.480 0.21
H 4.609 2.409 -2.637 0.21
H 3.814 2.677 -1.076 0.21
H 3.016 3.189 -2.571 0.21
C 1.025 0.507 5.830 -0.19
C 2.165 0.310 5.066 -0.22
C 2.057 0.126 3.697 -0.20
C 0.810 0.122 3.069 0.00
C -0.330 0.336 3.847 -0.21
C -0.219 0.526 5.214 -0.21
C 0.790 -0.052 1.604 -0.31
C -0.250 -0.303 0.816 0.16
C -1.568 -0.837 1.159 -0.20
C -2.761 -0.220 0.780 -0.17
C -3.977 -0.771 1.140 -0.21
C -4.019 -1.955 1.867 -0.18
C -2.839 -2.581 2.239 -0.23
C -1.619 -2.028 1.885 -0.13
H 1.105 0.654 6.899 0.21
H 3.141 0.301 5.533 0.22
H 2.949 -0.026 3.101 0.21
H -1.306 0.367 3.385 0.22
H -1.112 0.693 5.802 0.22
H 1.759 0.097 1.137 0.24
H -2.733 0.699 0.209 0.20
H -4.897 -0.285 0.842 0.21
H -4.972 -2.393 2.132 0.22
H -2.866 -3.508 2.795 0.22
H -0.693 -2.515 2.164 0.22
```



Entry 3:
Density functional theory data (ωB97M-V with the def2-TZVPD basis set) for C33H47ClO3P4Zr as an isolated structure at a distorted geometry.

* charge: +2
* LUMO level (spin up / spin down): -7.122 / -7.121 eV
* E: -3383.417282 a.u.
* energy relative to the best compared isomer or geometry (same formula, charge and spin): 4.992 eV
* M: 742.3 g/mol
* gap between HOMO and LUMO (spin up / spin down): 5.094 / 5.095 eV

```
89
Properties=species:S:1:pos:R:3:lowdin_charge:R:1
P -0.237 -4.116 -0.268 1.13
C -1.971 -3.820 -0.786 -0.36
C -1.954 -4.661 -1.925 -0.18
H -0.998 -4.839 -2.435 0.10
C -3.061 -5.410 -2.259 -0.08
H -2.958 -6.187 -3.013 0.12
C -4.271 -5.171 -1.614 -0.07
H -5.145 -5.781 -1.881 0.12
C -4.348 -4.156 -0.647 -0.08
H -5.325 -3.961 -0.216 0.11
C -3.211 -3.456 -0.228 -0.08
H -3.327 -2.628 0.485 0.10
C 0.850 -2.961 -1.197 -0.38
C 0.635 -2.260 -2.405 -0.10
H -0.355 -1.907 -2.695 0.09
C 1.736 -2.016 -3.250 -0.09
H 1.582 -1.577 -4.233 0.10
C 3.026 -2.385 -2.876 -0.09
H 3.869 -2.264 -3.567 0.12
C 3.254 -2.924 -1.610 -0.08
H 4.243 -3.235 -1.295 0.11
C 2.175 -3.120 -0.745 -0.14
H 2.353 -3.547 0.246 0.11
C -0.151 -3.539 1.551 -0.30
C -0.206 -4.848 2.049 -0.18
H -0.487 -5.647 1.341 0.08
C 0.234 -5.205 3.313 -0.06
H 0.273 -6.264 3.564 0.12
C 0.599 -4.195 4.201 -0.07
H 0.917 -4.485 5.216 0.12
C 0.550 -2.854 3.789 -0.08
H 0.807 -2.095 4.530 0.10
C 0.204 -2.507 2.456 -0.10
H 0.162 -1.442 2.201 0.05
Zr -1.658 2.362 0.007 1.14
C 0.761 2.731 0.008 -0.14
C 1.780 1.897 -0.020 -0.35
H 1.047 3.816 -0.035 0.05
C 1.569 0.341 0.081 -0.31
O 2.371 -0.204 1.239 -0.04
H 2.110 -1.122 1.359 0.06
C 0.181 0.196 0.381 0.01
H 1.739 -0.183 -0.948 0.16
C -1.009 0.517 0.822 -0.34
Cl -4.007 1.644 0.015 0.02
P -1.416 2.219 2.728 0.77
P -1.501 1.994 -2.596 0.72
C -2.990 2.947 3.269 -0.24
H -3.818 2.346 2.873 0.03
H -3.068 3.973 2.879 0.05
H -3.007 2.946 4.368 0.07
C -1.158 0.848 3.887 -0.23
H -0.096 0.587 3.962 0.06
H -1.694 -0.043 3.548 0.05
H -1.525 1.131 4.883 0.07
C -0.159 3.413 3.256 -0.23
H -0.385 4.397 2.824 0.05
H 0.818 3.075 2.893 0.04
H -0.153 3.467 4.354 0.07
C -2.721 3.305 -3.002 -0.26
H -2.360 4.287 -2.667 0.04
H -3.667 3.107 -2.481 0.03
H -2.889 3.311 -4.086 0.07
C 0.002 2.598 -3.410 -0.25
H 0.802 1.858 -3.285 0.04
H 0.334 3.525 -2.929 0.05
H -0.166 2.780 -4.477 0.07
C -2.032 0.600 -3.611 -0.23
H -2.791 0.031 -3.062 0.06
H -1.191 -0.067 -3.829 0.04
H -2.470 0.956 -4.551 0.07
P 3.587 2.300 -0.135 0.91
C 3.752 4.022 -0.554 -0.17
C 4.326 1.282 -1.422 -0.16
H 3.116 4.632 0.093 0.07
H 3.473 4.195 -1.598 0.08
H 4.788 4.349 -0.425 0.08
H 4.284 0.218 -1.167 0.06
H 5.377 1.549 -1.575 0.08
H 3.801 1.436 -2.371 0.07
C 4.435 1.963 1.410 -0.16
H 4.081 2.648 2.189 0.08
H 5.519 2.089 1.308 0.08
H 4.215 0.936 1.713 0.05
H -1.680 -0.398 0.737 0.13
O -2.051 5.987 1.525 0.01
C -2.035 5.691 0.317 -0.38
O -1.653 4.497 -0.174 -0.32
H -2.381 6.481 -0.318 0.13
```



Entry 4:
Density functional theory data (ωB97M-V with the def2-TZVPD basis set) for a 2-piece molecular cluster, C4H11N3O2 overall at a distorted geometry.

* charge: -1
* multiplicity: 2
* LUMO level (spin up / spin down): 3.551 / 3.443 eV
* E: -473.666122 a.u.
* energy relative to the best compared isomer or geometry (same formula, charge and spin): 3.106 eV
* M: 133.2 g/mol
* gap between HOMO and LUMO (spin up / spin down): 2.871 / 9.336 eV

```
20
Properties=species:S:1:pos:R:3:nbo_charge:R:1
C -0.408 2.471 0.360 -0.48
C 1.340 1.110 -0.466 0.54
N 0.648 1.377 0.599 -0.45
N 1.455 1.834 -1.722 -0.89
N 2.289 -0.077 -0.361 -0.93
H 0.035 -3.071 0.205 0.33
H -1.334 1.887 0.543 0.22
H -0.508 2.947 -0.641 0.17
H 1.513 2.770 -1.867 0.38
H 1.914 1.286 -2.457 0.39
H 2.839 0.015 0.509 0.37
H 1.664 -0.936 -0.332 0.42
H -0.300 3.189 1.189 0.19
C -2.154 -2.451 0.565 -0.97
C -0.967 -1.768 1.058 0.64
O 0.135 -2.096 0.286 -0.94
O -1.017 -0.774 1.743 -0.59
H -3.194 -2.121 1.003 0.22
H -1.856 -3.577 0.275 0.15
H -2.094 -2.015 -0.488 0.23
```



Entry 5:
Density functional theory data (ωB97M-V with the def2-TZVPD basis set) for an isolated ion of composition C15H23Br2ClN2OP and charge +1 at a distorted geometry.

* charge: +1
* LUMO level: -3.173 eV
* E: -6719.046185 a.u.
* M: 473.6 g/mol
* gap between HOMO and LUMO: 8.195 eV

```
45
Properties=species:S:1:pos:R:3:nbo_charge:R:1
C 1.157 -1.084 2.816 -0.68
C -0.447 -0.800 2.619 -0.01
C -1.219 0.054 3.831 -0.21
C -2.816 0.435 3.824 -0.20
C -3.712 -0.104 2.557 -0.21
C -2.968 -0.940 1.355 -0.24
C -1.345 -1.298 1.309 -0.07
C -0.618 -2.109 0.048 -0.46
C -0.700 -1.060 -1.252 -0.09
N -0.753 -1.751 -2.587 -0.55
C 0.271 -1.316 -3.603 -0.26
C 1.723 -1.260 -2.774 -0.27
N 1.660 -0.011 -1.932 -0.79
P 3.197 0.000 -1.007 1.25
O 3.166 1.120 0.325 -0.98
Cl 4.629 0.790 -2.427 -0.29
C 0.445 0.075 -1.052 -0.10
C -0.325 1.554 -1.097 -0.28
Br -1.332 1.889 -2.792 0.02
C 0.670 2.822 -0.791 -0.26
C 0.651 3.252 0.804 -0.65
Br -0.122 4.411 -1.784 0.00
H 1.585 -1.944 2.113 0.23
H 1.367 -1.470 3.925 0.26
H 1.801 -0.115 2.685 0.22
H -0.588 0.432 4.753 0.24
H -3.353 1.065 4.669 0.26
H -4.877 0.104 2.425 0.26
H -3.593 -1.329 0.416 0.22
H -1.300 -3.049 -0.190 0.24
H 0.500 -2.400 0.270 0.25
H -1.754 -0.514 -1.119 0.28
H -1.724 -1.662 -2.997 0.46
H -0.616 -2.791 -2.403 0.44
H 0.030 -0.323 -4.172 0.29
H 0.356 -2.174 -4.419 0.24
H 1.900 -2.249 -2.169 0.21
H 2.566 -1.081 -3.600 0.28
H 3.244 0.536 1.157 0.51
H 0.832 -0.019 0.073 0.25
H -1.110 1.516 -0.201 0.26
H 1.754 2.674 -1.231 0.25
H -0.462 3.126 1.213 0.22
H 0.900 4.414 0.924 0.26
H 1.330 2.584 1.486 0.23
```



Entry 6:
Density functional theory data (ωB97M-V with the def2-TZVPD basis set) for a 2-piece molecular cluster, C6H13N overall.

* charge: 0
* LUMO level: 0.883 eV
* E: -290.986970 a.u.
* energy relative to the best compared isomer or geometry (same formula, charge and spin): 4.674 eV
* M: 99.2 g/mol
* gap between HOMO and LUMO: 8.139 eV

```
20
Properties=species:S:1:pos:R:3:nbo_charge:R:1
C 3.187 -0.285 0.767 -0.87
C 0.275 -0.964 -1.008 -0.40
C 0.551 0.500 -1.238 -0.25
N -0.751 0.127 -0.722 -0.27
C -2.050 0.741 -0.914 -0.22
C -1.478 0.516 0.458 -0.03
C -1.961 -0.615 1.325 -0.62
H 3.045 0.733 1.142 0.20
H 3.741 -0.246 -0.175 0.21
H 3.760 -0.860 1.499 0.21
H -0.005 -1.423 -1.966 0.15
H 2.219 -0.765 0.580 0.25
H 0.480 0.974 -2.221 0.18
H 1.180 1.053 -0.535 0.19
H -2.858 0.101 -1.258 0.21
H -2.034 1.748 -1.324 0.21
H -1.067 1.384 0.970 0.21
H -2.641 -0.247 2.099 0.22
H -2.488 -1.364 0.725 0.22
H -1.105 -1.109 1.795 0.24
```



Which formula does entry 2 have?
C28H24BrNO7Pt



Copy entry 6 word for word.
Density functional theory data (ωB97M-V with the def2-TZVPD basis set) for a 2-piece molecular cluster, C6H13N overall.

* charge: 0
* LUMO level: 0.883 eV
* E: -290.986970 a.u.
* energy relative to the best compared isomer or geometry (same formula, charge and spin): 4.674 eV
* M: 99.2 g/mol
* gap between HOMO and LUMO: 8.139 eV

```
20
Properties=species:S:1:pos:R:3:nbo_charge:R:1
C 3.187 -0.285 0.767 -0.87
C 0.275 -0.964 -1.008 -0.40
C 0.551 0.500 -1.238 -0.25
N -0.751 0.127 -0.722 -0.27
C -2.050 0.741 -0.914 -0.22
C -1.478 0.516 0.458 -0.03
C -1.961 -0.615 1.325 -0.62
H 3.045 0.733 1.142 0.20
H 3.741 -0.246 -0.175 0.21
H 3.760 -0.860 1.499 0.21
H -0.005 -1.423 -1.966 0.15
H 2.219 -0.765 0.580 0.25
H 0.480 0.974 -2.221 0.18
H 1.180 1.053 -0.535 0.19
H -2.858 0.101 -1.258 0.21
H -2.034 1.748 -1.324 0.21
H -1.067 1.384 0.970 0.21
H -2.641 -0.247 2.099 0.22
H -2.488 -1.364 0.725 0.22
H -1.105 -1.109 1.795 0.24
```



Please write out number 4 again, unchanged.
Density functional theory data (ωB97M-V with the def2-TZVPD basis set) for a 2-piece molecular cluster, C4H11N3O2 overall at a distorted geometry.

* charge: -1
* multiplicity: 2
* LUMO level (spin up / spin down): 3.551 / 3.443 eV
* E: -473.666122 a.u.
* energy relative to the best compared isomer or geometry (same formula, charge and spin): 3.106 eV
* M: 133.2 g/mol
* gap between HOMO and LUMO (spin up / spin down): 2.871 / 9.336 eV

```
20
Properties=species:S:1:pos:R:3:nbo_charge:R:1
C -0.408 2.471 0.360 -0.48
C 1.340 1.110 -0.466 0.54
N 0.648 1.377 0.599 -0.45
N 1.455 1.834 -1.722 -0.89
N 2.289 -0.077 -0.361 -0.93
H 0.035 -3.071 0.205 0.33
H -1.334 1.887 0.543 0.22
H -0.508 2.947 -0.641 0.17
H 1.513 2.770 -1.867 0.38
H 1.914 1.286 -2.457 0.39
H 2.839 0.015 0.509 0.37
H 1.664 -0.936 -0.332 0.42
H -0.300 3.189 1.189 0.19
C -2.154 -2.451 0.565 -0.97
C -0.967 -1.768 1.058 0.64
O 0.135 -2.096 0.286 -0.94
O -1.017 -0.774 1.743 -0.59
H -3.194 -2.121 1.003 0.22
H -1.856 -3.577 0.275 0.15
H -2.094 -2.015 -0.488 0.23
```